# C9H31NO6

6 unconnected molecules or ions with the total composition C9H31NO6 at a distorted geometry (the ωB97M-V functional and the def2-TZVPD basis, the OMol25 dataset).

Calculated values
energy relative to the best compared isomer or geometry (same formula, charge and spin): 2.3639 eV
LUMO level: 0.01802 Eh
frontier orbital gap: 10.2 eV
total energy: -23606.1036 eV

Structure (XYZ):
```
47
C9H31NO6 (the ωB97M-V functional and the def2-TZVPD basis)
C -3.9711 5.6491 -0.3389
O -3.6270 4.3243 0.0156
C -3.5595 4.1029 1.4378
C -2.9931 2.7279 1.8801
C -2.6649 2.6222 3.3459
N -1.7236 2.4291 1.2873
H -3.2670 6.2247 0.2620
H -4.9210 5.9391 0.1102
H -3.8398 5.9078 -1.3896
H -2.8779 4.8896 1.7610
H -4.5190 4.2132 1.9431
H -3.6374 1.8982 1.5894
H -3.5987 2.3560 3.8410
H -2.2821 3.5443 3.7832
H -2.0177 1.8162 3.6917
H -1.1950 3.1532 1.7523
H -1.8718 2.7432 0.3389
C 5.7881 -0.8271 -2.5507
O 4.8288 0.1963 -2.5669
H 6.4191 -0.6834 -3.4278
H 6.3417 -0.9295 -1.6174
H 5.2784 -1.7842 -2.6615
H 4.0990 0.0626 -1.9577
C 1.1683 -2.0690 -0.3851
O 1.7081 -0.8555 0.0684
H 0.7020 -2.7839 0.2928
H 0.4327 -1.8826 -1.1675
H 1.9578 -2.6781 -0.8252
H 0.9661 -0.3681 0.4338
C -2.8171 -4.7319 2.1431
O -3.7912 -3.7247 2.3141
H -1.9772 -4.3335 2.7121
H -2.9670 -5.7197 2.5789
H -2.5002 -4.8891 1.1121
H -4.3745 -3.5843 1.5647
C 0.4022 1.0285 -4.7070
O -0.7000 1.1599 -5.6355
H 1.2202 0.4017 -5.0621
H 0.9857 1.9391 -4.5718
H 0.0596 0.6526 -3.7430
H -1.3634 0.4672 -5.5947
C 5.1154 -5.1594 1.1827
O 4.6501 -3.9803 1.8136
H 5.9952 -4.8384 0.6250
H 5.3883 -5.8588 1.9729
H 4.2868 -5.5245 0.5759
H 5.2636 -3.2430 1.7726
```